Entry 1:
The following is a DFT calculation (ωB97M-V/def2-TZVPD) of 11 unconnected molecules or ions with the total composition C22H72N5O11 at a distorted geometry.

Last column: Löwdin charge in e.
Element x y z (Å)
O  3.8504  1.6955  2.5135  0.31
H  4.7483  1.3870  2.6556  0.17
H  3.3835  1.8935  3.3287  0.17
H  3.3316  1.1551  1.9132  0.05
O  2.4267  -2.3309  2.1594  0.27
H  2.2190  -3.1710  1.7437  0.07
H  2.2831  -1.6549  1.4931  0.06
H  3.3445  -2.3413  2.4407  0.16
C  0.2202  -0.7578  0.2525  -0.09
C  1.1201  0.4566  0.2935  -0.41
O  2.2753  0.2064  1.0141  -0.34
H  -0.6016  -0.6087  -0.4479  0.04
H  -0.2726  -1.0787  1.1702  0.06
H  0.7337  -1.6176  -0.1776  0.06
H  0.6272  1.3871  0.5750  0.08
H  1.3778  0.7214  -0.7320  0.08
C  2.1484  -6.0924  -0.9641  -0.05
C  1.7352  -5.1124  0.1503  -0.41
C  1.6324  -5.7460  1.5148  -0.17
O  1.1681  -4.7549  2.4306  -0.23
C  0.7315  -5.1994  3.6469  -0.11
N  2.8151  -4.1046  0.0807  0.03
H  1.3397  -6.8217  -1.0117  0.08
H  2.9707  -6.6931  -0.5755  0.08
H  2.4264  -5.6888  -1.9378  0.09
H  0.8188  -4.5793  -0.1031  0.14
H  2.6091  -6.1891  1.7096  0.14
H  0.8575  -6.5100  1.4523  0.14
H  -0.0730  -5.9067  3.4454  0.10
H  0.3047  -4.3609  4.1972  0.09
H  1.5330  -5.6062  4.2634  0.10
H  2.7073  -3.7838  -0.8710  0.08
H  3.7454  -4.4979  0.0818  0.09
C  -4.4636  2.8564  -3.9505  -0.06
C  -3.0088  2.5892  -3.6095  -0.41
C  -2.6648  1.4265  -2.7240  -0.19
O  -3.3419  1.5623  -1.4644  -0.19
C  -3.6797  0.2735  -0.8514  -0.07
N  -2.2123  2.5235  -4.8540  0.02
H  -5.0316  3.2352  -3.1009  0.08
H  -4.9198  1.9475  -4.3430  0.08
H  -4.5840  3.6219  -4.7170  0.08
H  -2.6578  3.5255  -3.1757  0.13
H  -1.5961  1.2657  -2.5825  0.11
H  -3.0530  0.5135  -3.1754  0.12
H  -4.0454  0.4200  0.1650  0.08
H  -2.7816  -0.3438  -0.8304  0.06
H  -4.4365  -0.2875  -1.3997  0.09
H  -2.5364  3.2287  -5.5003  0.08
H  -2.3309  1.7278  -5.4646  0.09
C  2.4422  0.6343  -3.5146  -0.07
C  1.4422  1.7603  -3.6721  -0.48
C  2.1077  3.0972  -4.1878  -0.14
O  1.2542  4.2688  -4.1982  -0.19
C  1.0293  4.9504  -2.9461  -0.09
N  0.3947  1.3407  -4.5349  0.06
H  1.9011  -0.2318  -3.1335  0.06
H  3.1940  1.0170  -2.8244  0.08
H  3.0194  0.3541  -4.3958  0.08
H  1.0863  1.8961  -2.6508  0.11
H  2.5404  2.8077  -5.1454  0.12
H  2.9508  3.4378  -3.5868  0.11
H  1.9422  5.3256  -2.4835  0.08
H  0.5445  4.2731  -2.2431  0.06
H  0.3810  5.8214  -3.0421  0.09
H  0.0485  0.5857  -3.9604  0.03
H  -0.3026  2.0685  -4.4696  0.02
C  -2.9363  -4.2059  1.6594  -0.06
C  -3.1878  -3.1123  2.7385  -0.43
C  -4.1122  -3.6625  3.8363  -0.23
O  -5.3904  -3.8225  3.3120  -0.18
C  -6.3348  -4.1557  4.2988  -0.10
N  -1.8877  -2.7986  3.2197  0.05
H  -3.9116  -4.3290  1.1885  0.08
H  -2.6175  -5.2139  1.9245  0.08
H  -2.1762  -3.8598  0.9590  0.06
H  -3.6887  -2.2928  2.2232  0.14
H  -3.9826  -2.8491  4.5502  0.12
H  -3.8650  -4.5813  4.3680  0.13
H  -6.3949  -3.2728  4.9353  0.09
H  -6.0168  -4.9601  4.9621  0.09
H  -7.2908  -4.3115  3.7990  0.10
H  -1.9480  -1.8039  3.3846  0.08
H  -1.3285  -2.8732  2.3819  0.03
C  3.5877  5.4195  0.9445  -0.06
C  2.6732  5.6938  2.0981  -0.45
C  1.2198  5.0830  1.8339  -0.19
O  0.6688  5.3921  0.5670  -0.20
C  -0.6978  4.9301  0.3138  -0.04
N  3.1900  5.1988  3.3678  0.03
H  3.5763  4.3493  0.7379  0.07
H  4.5815  5.6721  1.3141  0.08
H  3.1511  5.9714  0.1121  0.08
H  2.5460  6.7728  2.1867  0.13
H  0.6287  5.4472  2.6742  0.12
H  1.3651  4.0034  1.8721  0.10
H  -1.3381  5.6216  0.8615  0.09
H  -0.8864  3.9446  0.7398  0.06
H  -0.8917  4.9235  -0.7588  0.07
H  4.1262  5.4792  3.6227  0.07
H  2.5904  5.6669  4.0323  0.07
O  5.1540  -1.6976  -0.5949  -0.04
H  5.5557  -2.0670  0.1915  0.02
H  4.5180  -1.0633  -0.2643  0.01
O  -2.1786  1.6909  1.6743  -0.05
H  -2.3960  1.8524  0.7562  0.00
H  -1.2254  1.7699  1.7127  0.00
O  -0.5651  -1.3275  -2.8971  -0.04
H  0.2047  -1.8280  -3.1677  0.04
H  -1.2581  -1.9819  -2.8091  0.05

Results
2S+1   1
Charge   +1
LUMO energy   -3.58 eV

=====

Entry 2:
The following is a DFT calculation (ωB97M-V/def2-TZVPD) of a molecular structure, C22H73MnO22 at a distorted geometry.

Last column: Löwdin charge in e.
Element x y z (Å)
Mn  1.6197  0.5395  1.3437  1.03
C  0.6709  0.3952  5.3315  0.03
C  0.9774  0.4561  3.8423  -0.69
O  0.3297  1.2228  3.0700  -0.07
O  1.7262  -0.3734  3.3158  -0.05
H  1.2554  1.1451  5.8646  0.09
H  0.9626  -0.6092  5.6384  0.07
H  -0.4032  0.3903  5.5173  0.07
C  5.2046  2.5448  0.8490  0.01
C  3.8865  1.8991  1.0044  -0.75
O  2.8513  2.5900  1.1694  -0.06
O  3.7402  0.7009  1.0427  -0.02
H  5.3238  3.2514  1.6703  0.07
H  5.3320  3.1107  -0.0738  0.08
H  5.9520  1.7544  0.9183  0.09
C  -0.1374  -0.8219  -2.0369  0.03
C  0.6498  -0.4209  -0.8445  -0.63
O  1.4229  -1.1392  -0.0994  -0.10
O  0.6540  0.7690  -0.5103  -0.05
H  -1.1402  -1.1350  -1.7462  0.06
H  0.3036  -1.7594  -2.3755  0.07
H  -0.0609  -0.2005  -2.9291  0.08
C  -4.6254  0.1325  2.2435  -0.10
O  -4.9188  -0.2398  0.8427  -0.15
H  -3.7073  -0.3631  2.5591  0.08
H  -4.4999  1.2101  2.3493  0.06
H  -5.4777  -0.1815  2.8461  0.07
H  -4.8034  0.5890  0.3721  0.02
C  -1.5794  -3.9153  -3.4095  -0.12
O  -1.3897  -3.7219  -2.0136  -0.14
H  -2.0406  -3.0580  -3.8998  0.07
H  -0.6011  -3.9706  -3.8870  0.09
H  -2.2726  -4.7289  -3.6232  0.08
H  -2.2378  -3.4307  -1.6708  0.03
C  -3.1573  2.2394  4.7113  -0.19
O  -2.4321  2.5197  3.5569  -0.12
H  -4.2165  2.0572  4.5295  0.06
H  -2.8515  1.3068  5.1854  0.07
H  -3.1340  3.1062  5.3718  0.08
H  -1.5416  2.1615  3.5743  0.04
C  -4.7956  -3.2603  -1.0898  -0.16
O  -3.6517  -2.7202  -0.4910  -0.12
H  -5.6206  -3.7223  -0.5474  0.08
H  -5.1951  -2.4584  -1.7107  0.08
H  -4.5663  -4.0452  -1.8106  0.08
H  -3.9344  -2.0857  0.1716  0.06
C  -0.4901  -3.1494  3.8372  -0.15
O  0.7272  -3.0358  4.5667  -0.12
H  -1.2145  -2.3677  4.0656  0.07
H  -0.2107  -2.8838  2.8177  0.06
H  -0.9501  -4.1368  3.8779  0.08
H  0.9933  -2.1482  4.3156  0.01
C  3.8534  5.8058  1.1669  -0.12
O  2.4690  5.4237  1.2744  -0.13
H  4.1946  5.6575  0.1423  0.08
H  4.0612  6.8477  1.4106  0.07
H  4.5122  5.2590  1.8414  0.06
H  2.4980  4.4768  1.4301  0.04
C  4.2163  -2.7602  3.0780  -0.15
O  5.2831  -2.3069  2.2294  -0.13
H  3.3690  -3.0168  2.4422  0.07
H  4.4952  -3.6278  3.6761  0.08
H  3.8633  -2.0019  3.7769  0.06
H  4.8644  -1.5444  1.8234  0.04
C  3.2139  -3.0581  -2.5216  -0.17
O  3.6218  -1.9793  -1.7839  -0.11
H  2.2898  -2.9099  -3.0803  0.07
H  3.9961  -3.4035  -3.1975  0.08
H  3.0851  -3.8407  -1.7738  0.06
H  2.9094  -1.7571  -1.1799  0.04
C  1.4442  -5.1571  0.1379  -0.17
O  1.1957  -4.0145  0.9058  -0.12
H  0.8708  -5.0128  -0.7777  0.07
H  2.5157  -5.2356  -0.0457  0.07
H  1.1862  -6.1136  0.5927  0.07
H  1.3435  -3.2133  0.3980  0.04
C  -1.8225  -6.2437  0.6965  -0.16
O  -1.4898  -6.0965  -0.6707  -0.14
H  -2.7328  -6.8263  0.8377  0.07
H  -1.0348  -6.7243  1.2767  0.07
H  -2.0214  -5.2506  1.0995  0.08
H  -1.5198  -5.1688  -0.9158  0.01
C  -2.4748  1.4520  -0.5025  -0.08
O  -3.8810  1.9945  -0.4777  -0.14
H  -2.3653  0.3681  -0.4687  0.06
H  -2.0105  1.8827  -1.3897  0.08
H  -1.9033  1.6536  0.4035  0.08
H  -3.7297  2.9424  -0.4675  0.07
C  4.1012  1.6249  -2.9042  -0.12
O  3.5671  0.5240  -3.7036  -0.14
H  3.3747  2.1406  -2.2763  0.07
H  4.8702  1.1641  -2.2843  0.08
H  4.5161  2.3771  -3.5752  0.07
H  3.6364  -0.2769  -3.1789  0.03
C  0.5737  1.8101  -4.7358  -0.16
O  0.7390  2.8831  -5.6569  -0.13
H  1.3956  1.1058  -4.8636  0.07
H  0.7688  2.2368  -3.7519  0.07
H  -0.4396  1.4121  -4.6815  0.07
H  0.3663  3.6772  -5.2669  0.04
C  -1.1701  5.3983  -2.4574  -0.13
O  -1.3017  4.9423  -3.8521  -0.13
H  -0.7490  6.3812  -2.2459  0.07
H  -2.0722  5.3306  -1.8493  0.06
H  -0.4752  4.7297  -1.9493  0.07
H  -1.8576  5.5631  -4.3289  0.06
C  -3.5611  0.1308  -3.2257  -0.16
O  -4.0870  -0.2006  -4.5105  -0.12
H  -3.0066  1.0657  -3.3080  0.08
H  -4.3702  0.4773  -2.5828  0.07
H  -2.9813  -0.6161  -2.6835  0.05
H  -4.6640  -0.9656  -4.5697  0.07
C  -0.6598  4.9167  1.0252  -0.17
O  -0.0290  6.0341  0.4500  -0.14
H  -1.6336  4.6854  0.5935  0.06
H  -0.0563  4.0736  0.6888  0.08
H  -0.7912  5.0049  2.1036  0.08
H  0.9047  5.8617  0.5912  0.02

Results
2S+1   6
Charge   -1
LUMO energy (alpha / beta)   2.11 / 2.11 eV